2 unconnected molecules or ions with the total composition C6H14NO in a non-equilibrium geometry, computed with ωB97M-V/def2-TZVPD.

Last column: natural (NBO) charge in e.
Positions of all 22 atoms, in Å:
1 O 0.133 -0.076 3.199  -0.95
2 N 0.582 -2.632 -0.123  -0.38
3 C -0.345 -3.487 -0.053  0.12
4 C 0.399 1.832 -1.252  -0.38
5 C 0.099 1.143 0.133  -0.45
6 C -0.169 -0.276 -0.155  -0.05
7 C 0.604 -1.257 0.293  -0.14
8 C -0.886 2.450 -1.789  -0.62
9 H -1.687 1.739 -1.988  0.20
10 H 0.818 1.267 0.913  0.23
11 H 1.352 -1.083 1.052  0.24
12 H -0.785 1.670 0.493  0.24
13 H 0.853 1.119 -1.939  0.20
14 H -0.945 -0.616 -0.836  0.21
15 H -1.373 -3.239 0.195  0.24
16 H 0.159 0.734 3.719  0.48
17 H 1.061 2.664 -1.066  0.23
18 H -0.737 2.981 -2.735  0.23
19 H 1.512 -2.966 -0.352  0.44
20 H 0.761 -0.645 3.663  0.47
21 H -1.277 3.208 -1.121  0.21
22 H -0.130 -4.532 -0.253  0.23

The relative energy (zero: lowest compared OMol25 entry of this formula, charge and spin) is 164.2 kJ/mol. The calculation puts the HOMO energy at -13.887 eV. As for the total charge: +1. The calculation puts the total energy at -366.7047 a.u.

2 unconnected molecules or ions with the total composition C6H14NO in a non-equilibrium geometry, computed with ωB97M-V/def2-TZVPD.

Last column: natural (NBO) charge in e.
Positions of all 22 atoms, in Å:
1 O -0.298 -2.764 0.032  -0.27
2 N -3.370 -4.918 0.813  -1.09
3 C 0.691 0.685 -0.827  -0.52
4 C 2.238 2.675 -0.329  -0.63
5 C 0.328 -1.759 -0.194  0.24
6 C 1.172 1.769 0.217  -0.17
7 C -0.112 2.613 0.445  -0.62
8 C -0.189 -0.417 -0.232  0.37
9 H 1.590 0.063 -1.070  0.25
10 H -1.230 -0.356 0.132  0.25
11 H 2.656 3.333 0.428  0.26
12 H 1.415 1.298 1.170  0.23
13 H -2.438 -5.284 0.698  0.36
14 H -4.047 -5.531 1.283  0.38
15 H 1.447 -1.803 -0.303  0.16
16 H 3.123 2.123 -0.731  0.23
17 H -3.733 -4.761 -0.131  0.36
18 H 0.116 1.100 -1.657  0.31
19 H 0.149 3.492 1.048  0.25
20 H 1.943 3.313 -1.157  0.23
21 H -0.498 3.027 -0.511  0.22
22 H -0.954 2.101 0.876  0.21

The relative energy (zero: lowest compared OMol25 entry of this formula, charge and spin) is 443.0 kJ/mol. The calculation puts the HOMO energy at -12.117 eV. As for the total charge: +1. The calculation puts the total energy at -366.5985 a.u.

2 unconnected molecules or ions with the total composition C6H14NO2 in a non-equilibrium geometry, computed with ωB97M-V/def2-TZVPD.

Last column: natural (NBO) charge in e.
Positions of all 23 atoms, in Å:
1 O 2.114 -0.909 -2.601  -1.10
2 O 1.169 -1.575 -0.365  -0.93
3 N 1.212 2.111 -0.183  -0.88
4 C 0.505 0.791 -0.102  -0.06
5 C -0.615 0.971 0.903  -0.45
6 C -1.451 -1.523 1.462  -0.67
7 C -2.527 -0.045 -0.159  -0.47
8 C -1.601 -0.178 0.804  0.08
9 C 1.657 -0.300 -0.014  -0.07
10 H -1.165 1.865 0.761  0.20
11 H -3.182 -0.912 -0.308  0.19
12 H -0.038 0.993 1.838  0.20
13 H 2.232 2.006 -0.350  0.36
14 H 0.786 2.610 -0.951  0.34
15 H 2.512 -0.059 -0.638  0.17
16 H -0.067 0.526 -1.035  0.16
17 H -2.655 0.964 -0.590  0.19
18 H -1.081 -2.273 0.770  0.27
19 H -2.436 -1.683 1.976  0.20
20 H -0.633 -1.357 2.248  0.21
21 H 1.745 -1.469 -1.664  0.51
22 H 1.494 -0.214 -2.829  0.43
23 H 2.025 -0.339 1.026  0.11

The relative energy (zero: lowest compared OMol25 entry of this formula, charge and spin) is 251.0 kJ/mol. The calculation puts the HOMO energy at -3.559 eV. As for the total charge: -1. The calculation puts the total energy at -442.1980 a.u.

Copy entry 3 word for word.
2 unconnected molecules or ions with the total composition C6H14NO2 in a non-equilibrium geometry, computed with ωB97M-V/def2-TZVPD.

Last column: natural (NBO) charge in e.
Positions of all 23 atoms, in Å:
1 O 2.114 -0.909 -2.601  -1.10
2 O 1.169 -1.575 -0.365  -0.93
3 N 1.212 2.111 -0.183  -0.88
4 C 0.505 0.791 -0.102  -0.06
5 C -0.615 0.971 0.903  -0.45
6 C -1.451 -1.523 1.462  -0.67
7 C -2.527 -0.045 -0.159  -0.47
8 C -1.601 -0.178 0.804  0.08
9 C 1.657 -0.300 -0.014  -0.07
10 H -1.165 1.865 0.761  0.20
11 H -3.182 -0.912 -0.308  0.19
12 H -0.038 0.993 1.838  0.20
13 H 2.232 2.006 -0.350  0.36
14 H 0.786 2.610 -0.951  0.34
15 H 2.512 -0.059 -0.638  0.17
16 H -0.067 0.526 -1.035  0.16
17 H -2.655 0.964 -0.590  0.19
18 H -1.081 -2.273 0.770  0.27
19 H -2.436 -1.683 1.976  0.20
20 H -0.633 -1.357 2.248  0.21
21 H 1.745 -1.469 -1.664  0.51
22 H 1.494 -0.214 -2.829  0.43
23 H 2.025 -0.339 1.026  0.11

The relative energy (zero: lowest compared OMol25 entry of this formula, charge and spin) is 251.0 kJ/mol. The calculation puts the HOMO energy at -3.559 eV. As for the total charge: -1. The calculation puts the total energy at -442.1980 a.u.

Q: Among the records above, which one has the lowest total energy?
A: C6H14NO2

Q: Which value of relative energy (zero: lowest compared OMol25 entry of this formula, charge and spin) does entry 1 give?
A: 164.2 kJ/mol

Q: What is the relative energy (zero: lowest compared OMol25 entry of this formula, charge and spin) in the first record?
A: 164.2 kJ/mol